# 1
Here is CsH30O19P as an isolated structure in a non-equilibrium geometry from the OMol25 dataset. Energies are from ωB97M-V/def2-TZVPD.

Properties
frontier orbital gap: 5.914 eV
energy relative to the best compared isomer or geometry (same formula, charge and spin): 218.60 kJ/mol
charge: -2
HOMO energy: -2.8506 eV
LUMO: 0.113 hartree

The geometry in XYZ format:
```
51
Properties=species:S:1:pos:R:3:forces:R:3:mulliken_charge:R:1
Cs 2.901638 0.434227 -2.245182 -0.7 0.4 -0.1 1.201
P 0.279824 -0.028144 -0.070532 -3.8 1.3 -0.4 -3.101
O -0.505763 -0.280994 -1.424964 1.6 -0.7 1.9 0.280
O 1.532934 -0.893666 -0.095078 0.4 -0.1 0.5 0.319
O -0.744796 -0.279475 1.106997 3.5 0.6 -2.0 1.446
O 0.609262 1.503646 -0.097181 1.0 -2.3 0.8 0.098
O -2.588874 -1.951782 -1.652850 -1.0 -0.6 -0.7 -0.732
H -1.875436 -1.390255 -1.349666 0.9 0.4 0.1 0.057
H -2.264336 -2.842969 -1.523635 0.1 -0.2 0.2 0.295
O 1.124008 2.226800 2.512574 0.8 0.6 0.6 -0.667
H 0.649161 1.539116 2.979315 -0.3 -0.3 0.3 0.507
H 1.179306 1.910616 1.610796 -0.4 0.0 -0.7 0.021
O -2.691840 1.181436 -1.172322 -1.0 0.7 -0.5 -0.628
H -2.359208 1.963845 -0.732509 -0.2 0.3 0.1 0.517
H -1.929248 0.608437 -1.252039 0.5 -0.2 -0.1 0.122
O -1.216229 3.169615 0.330627 -1.3 1.6 0.0 -0.892
H -0.614611 3.729666 0.821172 0.3 0.0 0.1 0.324
H -0.797974 2.308636 0.332337 1.0 -0.4 -0.2 -0.101
O 0.481441 -0.525111 3.578312 0.6 0.3 1.1 -0.704
H 0.913656 -1.376996 3.517414 0.0 -0.1 -0.1 0.300
H 0.054458 -0.411401 2.729201 -0.6 -0.2 -0.8 0.193
O -3.333256 -0.612540 0.800564 -1.3 -0.4 0.5 -0.763
H -2.434293 -0.435592 1.077674 -0.2 0.2 -0.2 0.318
H -3.259839 -0.827433 -0.129316 -0.2 0.0 -0.1 0.374
O 2.084996 3.540120 -0.623495 1.4 1.2 -0.2 -0.711
H 1.530774 2.792645 -0.399098 -0.7 -0.8 0.2 0.408
H 1.499771 4.144151 -1.080552 -0.2 -0.1 -0.2 0.324
O 3.205896 -0.217784 1.836621 1.4 -0.1 0.5 -0.719
H 2.827205 -0.616957 1.053364 -0.7 0.0 -0.2 0.384
H 2.673066 0.562500 1.989860 -0.3 0.3 0.3 0.479
O -1.922204 1.579828 2.400912 -0.7 0.7 1.6 -0.767
H -1.470922 0.862028 1.956695 0.2 -0.3 -0.3 0.078
H -1.741234 2.348444 1.859884 -0.2 0.2 -0.1 0.470
O 0.017017 2.378852 -2.407064 0.7 1.1 -1.2 -0.662
H 0.017120 1.899993 -1.578254 0.1 0.0 0.6 0.192
H -0.633418 1.927403 -2.944984 -0.4 -0.2 -0.4 0.452
O 0.689088 -3.359120 0.359656 -0.1 -1.6 0.2 -0.628
H 0.991895 -2.464409 0.204607 0.1 1.1 0.1 0.071
H 1.342002 -3.734466 0.950457 0.2 -0.1 0.1 0.272
O 0.839542 -2.510398 -2.324139 0.6 -0.6 -1.1 -0.720
H 1.408074 -2.788853 -1.606182 -0.1 -0.3 -0.1 0.323
H 0.331211 -1.785460 -1.960397 -0.7 0.7 0.2 0.348
O 3.391804 -2.455375 -1.002676 1.2 -0.6 -0.6 -0.713
H 2.795098 -1.953779 -0.447176 -0.8 0.6 0.4 0.393
H 4.262944 -2.132973 -0.771560 0.3 -0.1 0.2 0.337
O -1.176028 0.378701 -3.746173 -0.3 0.4 -2.1 -0.740
H -0.853898 0.039252 -2.911164 0.4 -0.4 1.0 0.435
H -2.032501 -0.033682 -3.858508 -0.2 0.0 0.1 0.300
O -1.388332 -2.459668 1.996474 -0.7 -2.0 1.4 -0.772
H -0.608918 -3.004247 1.886063 0.0 0.0 -0.3 0.389
H -1.190037 -1.656426 1.515118 0.2 0.4 -0.3 -0.008
```
Positions in Å, forces in eV/Å.



# 2
Here is CuF as an isolated structure in a non-equilibrium geometry from the OMol25 dataset. Energies are from ωB97M-V/def2-TZVPD.

Properties
frontier orbital gap (alpha / beta): 11.617 / 8.524 eV
energy relative to the best compared isomer or geometry (same formula, charge and spin): 12.11 kJ/mol
charge: +1
HOMO energy (alpha / beta): -20.2883 / -19.7424 eV
multiplicity: 2
LUMO (alpha / beta): -0.319 / -0.412 hartree
expectation value of S²: 0.765

The geometry in XYZ format:
```
2
Properties=species:S:1:pos:R:3:forces:R:3:nbo_charge:R:1
Cu 2.139612 2.274138 0.317640 -1.7 -1.9 -0.4 1.383
F 0.829642 0.829174 0.001500 1.7 1.9 0.4 -0.383
```
Positions in Å, forces in eV/Å.



# 3
Here is CuH8O12S2 as an isolated structure in a non-equilibrium geometry from the OMol25 dataset. Energies are from ωB97M-V/def2-TZVPD.

Properties
frontier orbital gap (alpha / beta): 4.339 / 4.330 eV
energy relative to the best compared isomer or geometry (same formula, charge and spin): 42.31 kJ/mol
charge: -2
HOMO energy (alpha / beta): -0.6120 / -0.6009 eV
multiplicity: 2
LUMO (alpha / beta): 0.137 / 0.137 hartree
expectation value of S²: 0.753

The geometry in XYZ format:
```
23
Properties=species:S:1:pos:R:3:forces:R:3:nbo_charge:R:1
Cu 0.339258 0.141364 0.235915 -2.4 -1.5 -1.5 1.509
S -0.601392 -3.043979 -0.357944 0.1 -1.3 -2.2 2.598
O 0.309710 -3.323964 -1.488592 0.3 0.0 0.2 -1.103
O -0.662412 -1.552174 -0.217792 -0.1 2.8 0.9 -1.072
O -1.960058 -3.487403 -0.654247 -0.2 0.1 0.2 -1.036
O -0.106384 -3.652236 0.869854 0.9 -0.1 1.6 -1.117
S -2.085453 2.112702 -1.439950 -1.8 0.6 -2.6 2.600
O -1.429234 3.007184 -2.427913 0.5 0.1 0.2 -1.117
O -2.878552 2.904362 -0.497695 0.0 0.3 1.1 -1.102
O -2.951236 1.154584 -2.155877 0.5 0.0 0.5 -1.073
O -1.001672 1.395746 -0.711295 2.2 -1.2 1.6 -1.187
O 1.748482 -1.241737 1.130023 1.0 0.8 0.4 -0.961
H 1.831188 -2.150043 1.450129 -1.0 -0.3 -0.4 0.530
H 2.649345 -0.908926 1.055064 -0.1 0.0 0.0 0.463
O 1.488676 0.141558 -1.675747 0.6 0.5 -0.4 -0.975
H 2.257195 -0.302796 -2.044824 -0.2 -0.3 0.1 0.475
H 1.004208 0.499477 -2.435247 -0.4 0.0 0.4 0.521
O 1.535384 1.781760 1.092924 0.4 0.0 0.5 -0.952
H 1.109602 2.285314 1.794534 -0.3 0.0 -0.3 0.493
H 2.313733 2.292297 0.849579 -0.2 -0.1 -0.4 0.489
O -0.784032 0.568201 2.209718 0.2 0.2 0.6 -0.945
H -0.404936 0.932308 3.015539 -0.1 -0.2 0.0 0.455
H -1.721422 0.446399 2.403843 0.0 0.0 -0.5 0.508
```
Positions in Å, forces in eV/Å.



# 4
Here is EuFHMgNO3S2 as an isolated structure in a non-equilibrium geometry from the OMol25 dataset. Energies are from ωB97M-V/def2-TZVPD.

Properties
frontier orbital gap (alpha / beta): 5.588 / 7.189 eV
energy relative to the best compared isomer or geometry (same formula, charge and spin): 0.00 kJ/mol
charge: 0
HOMO energy (alpha / beta): -6.3709 / -8.0799 eV
multiplicity: 9
LUMO (alpha / beta): -0.029 / -0.033 hartree
expectation value of S²: 20.011

The geometry in XYZ format:
```
10
Properties=species:S:1:pos:R:3:forces:R:3:mulliken_spin:R:1
Mg 3.131919 -0.505419 1.254372 -0.4 -0.2 -0.4 0.953
N 0.421243 -0.796963 -0.517404 0.3 -0.4 1.1 0.002
S 2.096276 -1.030267 -1.002979 0.3 0.0 0.4 0.062
S 0.038493 -0.995423 0.966255 -0.8 0.4 -0.6 0.016
O -1.259327 -0.275848 1.130207 1.5 -1.0 0.6 0.002
O 1.106642 -0.766922 1.960503 -0.8 0.0 -0.7 -0.048
F -0.346625 -2.537379 1.274339 0.2 1.2 -0.2 -0.002
Eu -1.398418 0.779553 -1.150263 -0.3 -0.4 -0.3 7.033
O -1.865983 2.630826 -2.158536 0.1 0.2 0.4 -0.018
H -1.924220 3.497842 -1.756496 -0.1 0.3 -0.3 -0.001
```
Positions in Å, forces in eV/Å.



# 5
Here is F2GaP as an isolated structure in a non-equilibrium geometry from the OMol25 dataset. Energies are from ωB97M-V/def2-TZVPD.

Properties
frontier orbital gap: 7.943 eV
energy relative to the best compared isomer or geometry (same formula, charge and spin): 65.15 kJ/mol
charge: +2
HOMO energy: -23.3501 eV
LUMO: -0.566 hartree

The geometry in XYZ format:
```
4
Properties=species:S:1:pos:R:3:forces:R:3:nbo_charge:R:1
F -0.980606 1.331729 0.922761 3.2 -2.2 0.6 -0.457
P 0.352151 0.479016 1.228605 -3.1 2.8 0.2 1.485
F 0.652472 -0.517995 -1.751410 -0.1 -0.3 -0.1 -0.651
Ga -0.024017 -1.292751 -0.399956 -0.1 -0.2 -0.7 1.623
```
Positions in Å, forces in eV/Å.



# 6
Here is one molecule with the formula F2H2N2O2S in a non-equilibrium geometry from the OMol25 dataset. Energies are from ωB97M-V/def2-TZVPD.

Properties
frontier orbital gap: 11.581 eV
energy relative to the best compared isomer or geometry (same formula, charge and spin): 0.00 kJ/mol
charge: 0
HOMO energy: -11.2247 eV
SMILES: NS(=O)(=O)N(F)F
LUMO: 0.013 hartree

The geometry in XYZ format:
```
9
Properties=species:S:1:pos:R:3:forces:R:3:nbo_charge:R:1
N -1.424657 0.257254 -0.086125 0.6 0.3 0.7 -1.054
N 0.934349 -0.811667 0.632633 -0.9 0.8 -0.4 0.122
O 0.607827 0.797192 -1.373732 0.3 0.5 -1.2 -0.888
O 0.343363 1.810364 0.891571 -0.1 -0.3 0.3 -0.865
F 0.462998 -1.775237 -0.314873 0.6 0.7 0.6 -0.265
F 2.225185 -0.584530 0.263274 0.3 -0.4 -0.1 -0.208
S 0.138013 0.778028 -0.052276 -0.8 -2.0 0.4 2.319
H -1.757437 -0.017769 0.850958 0.1 0.2 -0.8 0.415
H -1.529638 -0.453633 -0.811426 -0.1 0.2 0.4 0.425
```
Positions in Å, forces in eV/Å.



# 7
Here is a 2-piece molecular cluster, F2H2N2O2S overall in a non-equilibrium geometry from the OMol25 dataset. Energies are from ωB97M-V/def2-TZVPD.

Properties
frontier orbital gap (alpha / beta): 11.340 / 8.068 eV
energy relative to the best compared isomer or geometry (same formula, charge and spin): 114.80 kJ/mol
charge: 0
HOMO energy (alpha / beta): -10.6146 / -11.2609 eV
multiplicity: 3
LUMO (alpha / beta): 0.027 / -0.117 hartree
expectation value of S²: 2.025

The geometry in XYZ format:
```
9
Properties=species:S:1:pos:R:3:forces:R:3:nbo_charge:R:1
N -2.596671 0.139181 0.394834 0.8 0.1 0.5 -0.595
N 2.039756 0.703232 -0.102772 1.0 0.7 -0.1 0.285
O 1.183569 -1.546463 1.092642 0.0 0.2 0.0 -0.837
O 1.134029 -1.495938 -1.370149 0.0 0.3 0.0 -0.844
F 1.527236 1.599465 -0.978758 -0.1 0.0 0.1 -0.192
F 1.920679 1.302017 1.097008 -0.2 0.0 -0.1 -0.179
S 0.828316 -0.863611 -0.117551 -0.7 -1.2 0.1 1.765
H -3.158362 -0.692500 0.251531 -0.4 -0.1 -0.3 0.299
H -2.878548 0.854618 -0.266784 -0.4 0.0 -0.3 0.297
```
Positions in Å, forces in eV/Å.



# 8
Here is one molecule with the formula F2HOPS in a non-equilibrium geometry from the OMol25 dataset. Energies are from ωB97M-V/def2-TZVPD.

Properties
frontier orbital gap: 9.582 eV
energy relative to the best compared isomer or geometry (same formula, charge and spin): 205.43 kJ/mol
charge: 0
HOMO energy: -10.6077 eV
SMILES: OP(F)(F)=S
LUMO: -0.038 hartree

The geometry in XYZ format:
```
6
Properties=species:S:1:pos:R:3:forces:R:3:nbo_charge:R:1
O -0.918165 -1.165016 0.591421 3.2 3.0 -0.8 -0.907
F -0.806782 0.902772 -1.395431 0.5 -1.1 1.6 -0.536
F 1.139213 -0.445359 -1.042912 -1.3 1.1 1.4 -0.544
P 0.093721 0.423297 -0.169678 -0.6 -2.2 -0.2 1.925
S 0.756235 1.958022 0.834209 -0.7 -2.1 -0.7 -0.429
H -0.264223 -1.673716 1.182391 -1.0 1.3 -1.3 0.490
```
Positions in Å, forces in eV/Å.



# 9
Here is F2KNO4S2 as an isolated structure in a non-equilibrium geometry from the OMol25 dataset. Energies are from ωB97M-V/def2-TZVPD.

Properties
frontier orbital gap: 5.178 eV
energy relative to the best compared isomer or geometry (same formula, charge and spin): 341.84 kJ/mol
charge: 0
HOMO energy: -8.0434 eV
LUMO: -0.105 hartree

The geometry in XYZ format:
```
10
Properties=species:S:1:pos:R:3:forces:R:3:nbo_charge:R:1
K -2.619890 -0.286513 -6.216078 0.1 0.0 0.3 1.000
N 0.156922 -0.886574 1.193137 -3.2 3.6 0.5 -1.061
S 1.219581 -0.499945 0.165414 4.8 -1.6 -1.0 2.442
O 2.175740 0.456068 0.613770 -0.4 2.5 -0.6 -0.946
O 0.868398 -0.564422 -1.225265 0.1 -0.2 0.2 -0.945
F 2.154511 -1.707909 0.503814 0.2 -2.5 -0.9 -0.521
S -0.611010 0.658057 1.144950 -3.5 -0.8 2.4 2.362
O -1.247416 0.988776 -0.101966 1.6 0.5 -0.4 -0.928
O -0.147313 1.674109 2.059049 0.3 -1.1 -1.3 -0.879
F -1.949522 0.168351 1.863173 0.1 -0.5 0.9 -0.523
```
Positions in Å, forces in eV/Å.



# 10
Here is F2O2S as an isolated structure in a non-equilibrium geometry from the OMol25 dataset. Energies are from ωB97M-V/def2-TZVPD.

Properties
frontier orbital gap: 9.042 eV
energy relative to the best compared isomer or geometry (same formula, charge and spin): 493.23 kJ/mol
charge: 0
HOMO energy: -10.1561 eV
LUMO: -0.041 hartree

The geometry in XYZ format:
```
5
Properties=species:S:1:pos:R:3:forces:R:3:nbo_charge:R:1
O -0.851136 -0.612878 -0.008886 0.7 1.7 0.7 -0.457
O -0.486982 -1.439092 -1.162835 1.4 0.1 -0.6 -0.505
F -0.397624 1.557193 0.647119 1.1 -0.7 -1.0 -0.487
F 1.449485 0.117361 0.811995 -1.2 -0.2 -1.4 -0.452
S 0.286255 0.377417 -0.287393 -2.0 -0.9 2.2 1.902
```
Positions in Å, forces in eV/Å.